(1)
{
  "formula": "C41H57BrIrN3O2PSSi",
  "method": "ωB97M-V with the def2-TZVPD basis set",
  "gap_ha": [0.26339, 0.21782],
  "homo_ev": [-9.674, -10.579],
  "e_above_lowest_kcal_mol": 3.0,
  "lumo_energy_ev": [-2.51, -4.65],
  "spin_multiplicity": 5,
  "charge": 1,
  "symbols": ["Ir", "O", "C", "O", "C", "C", "C", "C", "C", "C", "P", "C", "C", "C", "C", "C", "C", "C", "C", "C", "C", "C", "C", "H", "H", "H", "H", "H", "H", "H", "H", "H", "H", "H", "H", "H", "H", "C", "C", "N", "C", "S", "N", "C", "C", "H", "H", "H", "H", "H", "H", "H", "H", "H", "H", "H", "H", "Br", "C", "C", "C", "C", "C", "N", "H", "H", "H", "H", "C", "C", "C", "C", "Si", "C", "C", "C", "C", "C", "C", "C", "C", "H", "H", "H", "H", "H", "H", "H", "H", "H", "H", "H", "H", "H", "H", "H", "H", "H", "H", "H", "H", "H", "H", "H", "H", "H", "H", "H"],
  "coordinates": [[0.38, -0.28, -0.17], [4.31, 1.38, -0.18], [3.34, 0.93, 0.39], [2.30, 0.47, -0.26], [3.36, 0.79, 1.90], [4.63, 0.78, 2.47], [4.79, 0.61, 3.84], [3.68, 0.47, 4.65], [2.41, 0.50, 4.10], [2.24, 0.66, 2.72], [0.54, 0.77, 2.09], [-0.50, 0.03, 3.38], [-1.01, 0.75, 4.46], [-1.79, 0.12, 5.42], [-2.05, -1.24, 5.32], [-1.54, -1.97, 4.25], [-0.77, -1.34, 3.29], [0.14, 2.54, 2.20], [-1.19, 2.96, 2.19], [-1.51, 4.31, 2.24], [-0.49, 5.26, 2.29], [0.83, 4.85, 2.31], [1.15, 3.50, 2.28], [5.48, 0.90, 1.82], [5.79, 0.60, 4.26], [3.80, 0.34, 5.72], [1.56, 0.39, 4.75], [-0.81, 1.81, 4.55], [-2.18, 0.69, 6.25], [-2.66, -1.73, 6.07], [-1.74, -3.03, 4.17], [-0.37, -1.90, 2.46], [-1.99, 2.23, 2.18], [-2.54, 4.61, 2.27], [-0.74, 6.31, 2.33], [1.63, 5.58, 2.36], [2.19, 3.20, 2.29], [-1.02, 3.99, -5.59], [-0.58, 4.74, -4.34], [-0.01, 3.83, -3.36], [-0.34, 3.52, -2.10], [0.77, 2.57, -1.22], [-1.47, 3.92, -1.51], [-2.68, 4.53, -2.04], [-3.76, 4.48, -0.98], [-1.41, 4.69, -6.33], [-1.79, 3.26, -5.36], [-0.17, 3.47, -6.05], [-1.42, 5.28, -3.91], [0.18, 5.49, -4.59], [0.85, 3.37, -3.64], [-1.48, 3.68, -0.53], [-3.00, 3.98, -2.94], [-2.50, 5.57, -2.32], [-3.96, 3.46, -0.67], [-4.69, 4.91, -1.36], [-3.47, 5.06, -0.10], [-1.40, 0.64, -3.28], [-2.45, 0.49, -1.73], [-3.83, 0.47, -1.91], [-4.64, 0.30, -0.80], [-4.04, 0.16, 0.45], [-2.66, 0.19, 0.52], [-1.86, 0.35, -0.55], [-4.24, 0.57, -2.90], [-5.71, 0.27, -0.91], [-4.62, 0.02, 1.34], [-2.17, 0.04, 1.47], [2.34, -4.81, 0.22], [2.21, -3.27, 0.27], [3.58, -2.68, -0.08], [1.95, -2.90, 1.73], [0.80, -2.67, -0.94], [1.42, -2.60, -2.79], [2.29, -3.81, -3.15], [0.28, -2.58, -3.81], [2.24, -1.31, -3.01], [-0.83, -3.73, -0.76], [-1.20, -3.97, 0.71], [-2.04, -3.03, -1.39], [-0.68, -5.11, -1.43], [3.21, -5.10, 0.81], [2.48, -5.19, -0.79], [1.47, -5.30, 0.66], [4.29, -2.94, 0.71], [3.56, -1.59, -0.16], [3.99, -3.07, -1.01], [2.76, -3.29, 2.35], [1.02, -3.31, 2.12], [1.94, -1.81, 1.88], [1.77, -4.75, -3.04], [3.22, -3.86, -2.58], [2.57, -3.72, -4.21], [-0.25, -3.53, -3.87], [0.70, -2.40, -4.80], [-0.45, -1.80, -3.62], [3.12, -1.25, -2.39], [1.65, -0.41, -2.82], [2.56, -1.28, -4.06], [-1.48, -3.03, 1.20], [-0.41, -4.44, 1.29], [-2.07, -4.62, 0.76], [-2.21, -2.04, -0.96], [-2.94, -3.63, -1.18], [-1.97, -2.93, -2.47], [0.08, -5.72, -0.96], [-0.45, -5.04, -2.49], [-1.63, -5.64, -1.34]],
  "lowdin_spin": [2.49, 0.04, 0.02, 0.26, 0.00, 0.00, 0.00, 0.00, 0.00, 0.01, 0.14, 0.02, 0.01, 0.00, 0.00, 0.00, 0.01, 0.02, 0.01, 0.00, 0.01, 0.00, 0.01, 0.00, 0.00, 0.00, 0.00, 0.00, 0.00, 0.00, 0.00, 0.01, 0.00, 0.00, 0.00, 0.00, 0.00, 0.00, 0.00, 0.01, 0.02, 0.11, 0.01, 0.00, 0.00, 0.00, 0.00, 0.00, 0.00, 0.00, 0.00, 0.00, 0.00, 0.00, 0.00, 0.00, 0.00, 0.02, 0.02, 0.00, 0.01, 0.00, 0.02, 0.11, 0.00, 0.00, 0.00, 0.00, 0.01, 0.05, 0.00, 0.02, 0.28, 0.05, 0.01, 0.00, 0.02, 0.05, 0.01, 0.01, 0.01, 0.00, 0.00, 0.00, 0.00, 0.00, 0.00, 0.00, 0.00, 0.01, 0.00, 0.00, 0.00, 0.00, 0.00, 0.00, 0.00, 0.01, 0.00, 0.00, 0.00, 0.00, 0.01, 0.00, 0.00, 0.00, 0.00, 0.00]
}

---

(2)
{
  "formula": "C20H28NNdO2S",
  "method": "ωB97M-V with the def2-TZVPD basis set",
  "gap_ha": [0.28372, 0.28558],
  "homo_ev": [-7.788, -7.808],
  "lumo_energy_ev": [-0.07, -0.04],
  "spin_multiplicity": 4,
  "symbols": ["O", "C", "C", "H", "H", "C", "H", "H", "C", "H", "H", "H", "C", "H", "H", "H", "Nd", "C", "C", "C", "H", "C", "C", "H", "H", "H", "H", "C", "C", "C", "H", "C", "C", "H", "H", "H", "H", "O", "C", "C", "H", "H", "C", "H", "H", "C", "H", "H", "H", "H", "S", "C", "N"],
  "coordinates": [[-0.37, 0.54, -0.48], [1.05, 0.70, -1.01], [0.70, 2.00, -1.78], [1.33, -0.22, -1.60], [1.79, 0.82, -0.17], [-0.80, 1.70, -1.26], [0.93, 2.07, -2.84], [1.11, 2.85, -1.20], [-1.87, 1.14, -2.11], [-1.60, 0.19, -2.53], [-2.13, 1.81, -2.90], [-2.78, 0.89, -1.56], [-1.37, 2.80, -0.42], [-0.60, 3.31, 0.17], [-2.18, 2.44, 0.25], [-1.81, 3.50, -1.14], [0.33, -0.56, 1.75], [0.91, 1.29, 3.72], [2.10, 0.52, 3.66], [2.77, 0.85, 2.45], [2.48, -0.11, 4.47], [2.00, 1.85, 1.76], [0.80, 2.06, 2.52], [0.00, 2.76, 2.26], [0.27, 1.35, 4.60], [3.76, 0.46, 2.19], [2.33, 2.45, 0.89], [-1.46, -0.48, 3.64], [-1.90, 0.67, 2.90], [-2.48, 0.21, 1.68], [-1.88, 1.70, 3.23], [-2.33, -1.20, 1.63], [-1.75, -1.64, 2.87], [-1.58, -2.67, 3.18], [-1.00, -0.49, 4.62], [-3.08, 0.82, 1.00], [-2.69, -1.83, 0.82], [0.21, -1.65, -2.27], [-0.37, -1.06, -3.52], [0.30, -1.62, -4.76], [-0.25, 0.04, -3.38], [-1.46, -1.32, -3.62], [1.29, -2.66, -4.19], [0.73, -0.79, -5.34], [-0.47, -2.07, -5.38], [1.08, -2.73, -2.67], [2.28, -2.27, -4.42], [1.23, -3.62, -4.69], [2.05, -2.58, -2.18], [0.58, -3.65, -2.32], [1.49, -2.80, 2.97], [1.24, -2.83, 4.65], [1.08, -2.90, 5.82]],
  "lowdin_spin": [0.00, 0.00, 0.00, 0.00, 0.00, 0.00, 0.00, 0.00, 0.00, 0.00, 0.00, 0.00, 0.00, 0.00, 0.00, 0.00, 3.07, -0.01, 0.00, 0.00, 0.00, -0.01, -0.01, 0.00, 0.00, 0.00, 0.00, -0.01, -0.01, 0.00, 0.00, -0.01, -0.01, 0.00, 0.00, 0.00, 0.00, 0.00, 0.00, 0.00, 0.00, 0.00, 0.00, 0.00, 0.00, 0.00, 0.00, 0.00, 0.00, 0.00, 0.00, 0.00, 0.00]
}

---

| no. | F_max (Eh/bohr) |
| --- | --- |
| 1 | 0.0160 |
| 2 | 0.0682 |